Here is a single C3H6Cl2O2 molecule at a distorted geometry from OMol25. Energies are from wB97M-V/def2-TZVPD.

Last column: natural (NBO) charge in e.
CARTESIAN COORDINATES (ANGSTROEM)
C (-0.0650, 0.4104, 1.2863)  -0.6270
C (-0.3658, 0.6294, -0.2183)  0.0995
Cl (-2.0168, 1.2819, -0.5116)  -0.0850
O (-0.2639, -0.6982, -0.6476)  -0.5388
C (0.0330, -0.8919, -2.0906)  0.3290
O (0.6835, -2.0897, -2.2598)  -0.6836
Cl (-1.5054, -0.8912, -2.8395)  -0.0274
H (-0.0063, -0.7261, 1.4030)  0.2338
H (-0.9885, 0.7090, 1.7652)  0.2260
H (0.7886, 0.8489, 1.6383)  0.2144
H (0.3345, 1.3629, -0.5945)  0.1912
H (0.6650, -0.0887, -2.4894)  0.1799
H (0.2942, -2.7568, -1.6973)  0.4882

Atomic forces in eV per Å
-3.3 -2.5 -1.1
0.5 -1.2 1.9
0.1 0.3 0.2
1.4 0.2 -3.1
0.4 -0.2 2.2
0.5 0.8 -0.1
-1.5 -0.1 -1.5
0.1 1.7 0.1
0.3 0.3 0.9
2.0 1.4 0.8
0.1 -0.2 -0.9
-0.2 -0.2 0.2
-0.4 -0.3 0.3

Its total charge is 0. Its energy above the lowest of the compared OMol25 structures with the same formula, charge and spin is 1.4038 eV. As for the SMILES: C[C@H](Cl)O[C@@H](O)Cl. The value obtained for the orbital gap is 11.3 eV. The value obtained for the total energy is -32347.3116 eV.